A 11-piece molecular cluster, C7H33NO10 overall at a distorted geometry. Source: the OMol25 dataset; level of theory: wB97M-V/def2-TZVPD.

Properties
energy relative to the best compared isomer or geometry (same formula, charge and spin): 122.52 kcal/mol
max |F|: 8.180 eV Å⁻¹
HOMO level: -8.7500 eV
SMILES: C/C=C/C(N)=C/CC.O.O.O.O.O.O.O.O.O.O

Structure (XYZ):
```
51
C7H33NO10 wB97M-V/def2-TZVPD
C -0.60644 -1.64785 3.46563
C -1.46280 -1.14633 2.28263
N 0.78591 -2.30511 0.39151
C 0.38067 -0.95094 0.54266
C -0.74618 -0.45158 1.13584
C 1.09317 1.98212 -2.04379
C 0.46664 0.81459 -1.21199
C 1.13672 -0.00685 -0.36655
H -0.95045 -2.53692 3.81426
H 0.38227 -1.92368 3.01985
H -0.64847 -0.94071 4.36417
H -2.13226 -0.45137 2.86383
H -2.03084 -1.90025 1.92620
H 0.34652 -2.85825 1.13670
H 1.76743 -2.36876 0.31987
H -1.12478 0.59383 1.18076
H 0.45284 2.86459 -1.90301
H 1.04731 1.73422 -3.13530
H 2.17644 2.19287 -1.81070
H -0.53433 0.65134 -1.30885
H 2.07043 0.25360 -0.00989
H -1.27125 4.45743 -1.10148
H -1.97266 3.30095 -1.74438
O -1.22442 3.81456 -1.79219
H -1.29108 -2.59214 -1.13282
H -2.59106 -2.97381 -0.78871
O -2.11406 -2.41281 -1.34044
H 3.28744 -0.07042 -2.74295
H 1.91130 -0.78885 -2.52930
O 2.80350 -0.84814 -3.09437
H 2.28096 2.32303 1.83422
H 1.23490 2.03369 2.91179
O 2.02868 2.67561 2.80045
H 0.17181 4.46136 1.18994
H -0.88843 3.65629 0.99630
O -0.60039 4.55564 0.82603
H -4.03148 2.48294 -1.42392
H -3.05689 1.35385 -1.33619
O -3.25322 2.24138 -1.06030
H -0.61443 -3.21658 -2.76031
H -1.86274 -2.96961 -3.24838
O -1.01380 -3.03971 -3.65650
H 2.52630 -0.97558 1.74775
H 2.99859 0.32457 2.63079
O 3.24013 -0.23266 1.75321
H -2.90971 -0.16958 -3.16898
H -2.76594 -0.75297 -1.81275
O -3.27950 -0.05641 -2.27431
H 4.01948 -2.33248 1.59521
H 3.09306 -2.97760 2.50494
O 3.27510 -2.87054 1.56380
```